14
Properties=species:S:1:pos:R:3 method="wB97M-V/def2-TZVPD" orbital_gap_ev=11.18 e_homo_ev=-10.05 fmax_ev_per_a=3.37 spin_multiplicity=1 smiles=C1OC[C@H]2C[C@@H]12 total_energy_ha=-270.4483 relative_energy_kj_mol=287.64 total_charge=0 lumo_ev=1.13
C -0.15556 -0.66155 1.19902
O 0.24413 -1.52577 0.18568
C 1.09418 -0.66826 -0.50444
C 0.29717 0.60225 -0.73434
C -1.19595 0.55019 -0.87998
C -0.60959 0.60679 0.50069
H -0.81980 -1.18413 1.90363
H 1.01561 -0.30365 1.59761
H 1.56418 -1.19938 -1.34567
H 1.82776 -0.30736 0.49049
H 0.85438 1.46205 -1.08844
H -1.70272 -0.33412 -1.25019
H -1.63698 1.49250 -1.20823
H -0.77683 1.47044 1.13418

13
Properties=species:S:1:pos:R:3 method="wB97M-V/def2-TZVPD" orbital_gap_ev=8.35 e_homo_ev=-7.55 fmax_ev_per_a=1.24 spin_multiplicity=1 smiles=Nc1c[nH]c(O)c1 total_energy_ha=-340.7378 relative_energy_kj_mol=149.91 total_charge=0 lumo_ev=0.80
N -2.22363 0.55610 -0.26378
C -0.88611 0.07405 -0.29968
C -0.45316 -1.21436 -0.42531
N 0.90973 -1.20773 -0.10982
C 1.31090 0.05615 0.16688
O 2.57239 0.21793 0.64960
C 0.25239 0.90606 -0.05766
H -2.64196 0.21683 0.59787
H -2.21955 1.57263 -0.18864
H -0.97050 -2.10552 -0.75059
H 1.48288 -2.01007 0.08029
H 2.61856 1.06273 1.11439
H 0.24805 1.87521 -0.51357